Computed, not measured: a structure of composition C27H38N8PdSSb2, with ωB97M-V/def2-TZVPD.

**Total energy**: -67887.205 eV
**Net charge**: +4
**HOMO energy**: -18.445 eV
**Spin multiplicity**: 1

Each line ends with the Löwdin charge.
Positions of all 77 atoms, in Å:
H: 4.992 -1.744 1.596  0.0843
H: -3.622 6.708 1.646  0.1301
Sb: -2.162 1.408 -0.330  1.4599
C: -3.614 0.144 -1.219  -0.2157
H: 2.760 3.191 -2.265  0.0439
C: 4.714 0.395 1.261  -0.1683
H: 6.346 -0.724 2.084  0.1021
H: 5.212 0.485 0.291  0.1405
H: 0.598 0.810 3.970  0.1500
H: 2.631 -7.334 -1.937  0.1128
C: 1.348 -3.214 -0.694  -0.6749
Sb: 0.834 2.562 -0.613  1.4566
H: -4.250 4.706 0.363  0.1294
H: -0.402 4.075 -2.510  0.0827
C: 5.261 -0.798 2.062  -0.0493
C: -2.676 3.253 -1.317  -0.2658
H: 2.390 -3.783 -2.375  0.1644
C: 0.977 -4.872 0.839  -0.2350
N: 2.158 0.180 0.778  0.0018
H: -3.331 -0.158 -2.224  0.0433
C: 2.876 -6.291 -2.119  0.0369
C: 3.282 0.277 0.992  -0.1348
H: -1.328 7.625 1.477  0.1305
N: 0.840 -3.575 0.452  0.1296
H: 1.842 2.616 1.895  0.0001
C: -0.030 4.327 -1.519  -0.2531
H: 0.327 6.539 0.026  0.1303
H: -0.829 -0.716 5.468  0.1965
C: 0.410 -5.237 2.165  0.0159
C: -1.771 -2.033 1.358  -0.1982
H: 4.869 1.335 1.796  0.1415
H: 2.644 -6.046 -3.156  0.1104
H: -3.088 -3.359 2.418  0.1464
H: -2.844 0.791 2.202  0.0097
C: 1.615 -5.809 0.037  0.0815
C: -1.010 4.973 -0.615  -0.3136
H: 4.896 -0.782 3.086  0.0917
N: -1.324 -1.629 0.160  -0.0814
H: -2.239 3.228 -2.314  0.0749
H: 1.703 -6.840 0.350  0.1511
N: -0.790 -0.731 4.455  0.0937
H: -3.756 3.147 -1.438  0.0894
H: -2.144 2.440 2.148  0.0277
H: 0.571 -6.285 2.403  0.1038
H: 0.868 -4.621 2.940  0.1057
C: -2.711 -3.057 1.446  -0.0228
C: -0.664 6.110 0.120  -0.0168
C: -2.307 4.454 -0.515  -0.3070
H: 0.377 3.647 1.791  0.0261
H: 1.914 4.221 1.121  0.0496
C: -2.803 1.729 1.655  -0.2272
H: 0.873 4.934 -1.645  0.0926
Pd: 0.211 -0.216 0.220  0.5005
H: 3.445 2.125 -1.008  0.0142
N: -1.532 -1.615 3.772  0.1885
C: -1.598 6.730 0.933  -0.0202
H: 2.551 1.427 -2.398  0.0271
N: -3.161 -3.686 0.374  0.1649
H: -4.484 0.802 -1.266  0.0488
C: -2.700 -3.288 -0.808  -0.0496
H: -3.805 2.154 1.578  0.0483
S: 1.311 -1.586 -1.358  0.7344
H: -1.419 -1.928 -1.892  0.1018
C: -1.229 -1.349 2.530  -0.3361
H: 3.953 -6.169 -1.972  0.1242
C: -3.234 5.078 0.310  -0.0196
C: -0.072 0.035 3.636  -0.0891
C: 2.625 2.263 -1.707  -0.2182
H: -3.835 -0.712 -0.588  0.0204
C: 1.296 3.339 1.296  -0.2340
H: -3.068 -3.799 -1.689  0.1425
C: -2.884 6.215 1.029  -0.0163
C: -1.789 -2.250 -0.930  -0.1650
C: 2.144 -5.411 -1.172  -0.1979
N: -0.326 -0.333 2.388  0.0411
N: 2.000 -4.103 -1.494  0.1297
H: -0.662 -5.040 2.174  0.0864

=====

Computed, not measured: a structure of composition C27H39BCl3MnN6S3Si, with ωB97M-V/def2-TZVPD.

**Total energy**: -147499.948 eV
**Net charge**: +3
**HOMO energy (alpha / beta)**: -16.657 / -16.640 eV
**Spin multiplicity**: 4
**⟨S²⟩**: 4.072

Each line ends with the Mulliken spin population.
Positions of all 81 atoms, in Å:
H: 5.258 -2.454 -0.327  0.0000
H: -2.571 1.333 -3.350  -0.0001
C: 2.539 -1.864 -0.200  -0.0028
H: -0.537 -0.510 -4.510  0.0000
H: 2.139 -0.271 -2.387  0.0005
H: -3.813 -2.194 -3.712  0.0000
Cl: -2.172 -1.157 9.557  0.0006
C: 3.599 -1.260 -1.109  -0.0040
S: -0.590 -3.104 2.710  -0.2204
B: -0.498 -0.547 1.341  -0.4532
H: 1.774 3.304 -1.775  0.0003
C: 1.345 3.186 1.462  0.0001
C: 1.300 4.206 -1.381  0.0000
H: 1.866 4.133 1.397  0.0004
C: -0.691 -0.698 -3.448  -0.0013
C: 0.014 3.872 -0.608  0.0008
C: 2.956 -0.987 -2.476  0.0005
C: -4.077 -0.954 0.138  0.0027
H: 0.702 -5.583 1.448  0.0017
H: 3.025 3.620 3.461  -0.0003
H: -2.276 -2.991 -3.325  0.0001
Si: -2.952 -0.730 7.838  0.0036
H: 1.052 4.849 -2.225  -0.0001
H: -5.726 -0.242 1.305  0.0019
C: 2.571 -3.199 0.266  -0.0044
C: 0.638 -2.748 1.519  0.0435
H: -0.626 2.402 -2.075  -0.0001
C: 2.667 2.596 3.528  -0.0047
C: -2.924 0.394 -3.779  0.0001
H: -2.481 -2.132 -4.850  -0.0001
C: -2.728 -2.112 -3.788  -0.0002
N: 1.551 -1.066 0.146  -0.0109
H: -2.742 0.421 -4.853  0.0001
N: 0.046 0.871 1.481  0.0169
C: 4.080 0.060 -0.491  0.0016
H: -5.529 -1.993 1.316  -0.0005
H: 3.377 -3.849 -0.048  0.0003
H: -1.476 4.933 0.585  0.0002
C: 4.790 -2.203 -1.282  -0.0004
N: -0.270 1.733 0.510  0.0004
H: 3.255 0.763 -0.369  -0.0006
H: -0.764 5.882 -0.722  -0.0003
S: 1.080 -0.116 3.712  -0.0347
H: 2.461 -5.638 1.290  -0.0007
N: -1.470 -0.712 -0.845  0.0016
C: -1.018 3.285 -1.568  0.0010
C: 0.357 2.884 0.489  -0.0082
H: 2.027 4.743 -0.771  -0.0002
H: -0.237 0.118 -2.886  0.0002
Cl: -4.803 -0.184 7.644  0.0000
C: -3.799 -0.956 -1.201  0.0007
H: -1.264 4.032 -2.322  0.0000
Mn: -1.004 -0.984 3.390  3.6687
H: 3.520 1.925 3.404  0.0009
C: -2.188 -0.812 -3.172  -0.0007
C: 1.639 2.322 2.480  0.0260
H: 2.265 2.429 4.528  0.0018
C: 0.907 1.114 2.477  0.0164
H: 4.554 -0.106 0.479  0.0003
H: 4.517 -3.125 -1.798  0.0000
H: -0.167 -1.619 -3.189  0.0001
C: -2.473 -0.824 -1.683  -0.0003
Cl: -1.818 -0.902 6.209  0.0075
N: -1.742 -0.696 0.464  -0.0211
C: -0.549 5.142 0.049  0.0006
C: 1.631 -5.064 1.692  -0.0053
H: 2.568 -1.904 -2.925  -0.0001
C: 1.624 -3.677 1.136  0.0359
H: 1.720 -5.041 2.780  -0.0008
S: -3.141 -0.802 2.729  -0.1002
H: 5.545 -1.710 -1.893  0.0000
H: -1.938 3.006 -1.053  -0.0002
C: -5.459 -1.102 0.689  0.0010
H: 4.820 0.515 -1.149  0.0001
H: 3.705 -0.575 -3.152  -0.0001
H: -4.606 -1.074 -1.912  0.0000
H: -6.184 -1.187 -0.116  0.0000
H: -4.004 0.334 -3.633  0.0000
C: -2.959 -0.814 0.990  0.0294
N: 0.624 -1.536 0.973  0.0090
H: 0.160 5.595 0.745  -0.0002

=====

Computed, not measured: a structure of composition C27H39BN2O5Re, with ωB97M-V/def2-TZVPD.

**Total energy**: -44660.327 eV
**Net charge**: 0
**HOMO energy (alpha / beta)**: -7.730 / -7.886 eV
**Spin multiplicity**: 2
**⟨S²⟩**: 0.755

Each line ends with the Mulliken spin population.
Positions of all 75 atoms, in Å:
C: 1.746 0.351 -1.945  0.0046
C: 0.391 2.410 4.605  -0.0006
H: 0.229 2.618 -2.347  0.0009
H: 2.132 -0.369 -2.670  0.0030
H: -0.016 3.381 4.314  0.0003
C: -0.026 -5.368 0.959  0.0014
H: -2.802 1.405 0.332  0.0099
H: -0.387 1.863 5.133  0.0001
H: 1.202 2.588 5.314  -0.0008
H: -3.245 3.211 -1.196  -0.0006
C: -3.098 1.729 3.633  -0.0007
H: -4.198 -0.701 2.952  0.0003
H: -2.597 0.369 -2.015  0.0026
B: 0.162 -1.788 1.212  -0.0884
C: -0.931 2.580 0.252  0.0469
O: 3.799 0.464 -0.713  0.0003
H: -1.415 -1.304 3.651  -0.0001
H: 2.055 3.461 2.800  0.0001
H: 0.274 -7.325 1.778  0.0001
C: 0.946 1.654 3.387  -0.0001
H: -3.059 -1.134 1.703  0.0011
C: 2.603 0.335 -0.692  -0.0009
C: 1.395 0.251 3.780  0.0284
Re: -0.091 0.179 0.384  0.9606
C: -1.105 3.542 -0.910  -0.0119
H: -2.316 -1.254 -2.629  -0.0016
O: -0.374 0.179 -3.733  0.0442
H: -1.449 5.676 -1.066  0.0020
H: 0.074 4.364 -2.528  -0.0001
C: 0.875 -5.814 3.170  0.0003
H: -3.484 2.408 2.870  0.0010
H: -0.429 5.226 0.305  -0.0025
H: -2.425 4.002 -2.539  -0.0001
C: 0.141 3.555 -1.799  -0.0016
C: 1.018 -4.453 3.442  0.0007
C: -1.818 1.588 0.739  -0.0525
N: -1.713 -0.903 -0.602  -0.0190
H: -1.410 -1.877 -0.593  -0.0039
H: 1.058 3.138 0.975  0.0118
H: 1.052 3.702 -1.218  -0.0006
H: 1.841 1.339 -2.407  0.0028
H: -0.418 -5.703 0.010  -0.0001
O: -0.179 -2.945 0.462  -0.0069
C: -2.319 3.230 -1.776  0.0033
H: 1.924 -0.223 2.957  -0.0081
O: 1.918 0.145 0.436  0.0048
N: 0.379 0.058 -1.570  0.0221
C: 0.164 2.556 1.112  0.0219
H: -3.936 1.407 4.256  -0.0005
C: 0.629 -3.584 2.450  -0.0002
H: 0.578 -0.397 4.063  -0.0032
H: 1.173 -6.536 3.918  0.0000
H: -2.171 4.948 0.375  0.0008
C: -3.497 -0.281 2.231  -0.0102
H: 2.080 0.328 4.629  0.0010
C: -1.902 -0.425 4.077  0.0158
C: 0.122 -4.033 1.248  -0.0034
C: -1.300 4.932 -0.283  0.0026
H: -1.200 0.054 4.749  0.0008
C: 0.365 -6.263 1.957  0.0003
H: -2.197 2.288 -2.300  -0.0009
C: -0.079 1.702 2.233  -0.0055
C: -1.366 1.064 2.016  0.0122
H: -2.589 -0.873 -0.092  -0.0006
H: 2.963 2.295 3.753  -0.0007
O: 0.663 -2.214 2.453  -0.0250
C: 2.224 2.394 2.958  -0.0028
H: 2.651 1.959 2.053  0.0019
C: -0.554 -0.025 -2.545  0.0131
C: -2.420 0.511 2.985  0.0312
H: -2.405 2.286 4.260  -0.0003
H: -4.077 0.329 1.537  0.0005
C: -1.902 -0.466 -1.998  -0.0022
H: 1.420 -4.094 4.379  0.0001
H: -2.748 -0.761 4.680  0.0007